# CH5N2O2

A 2-piece molecular cluster, CH5N2O2 overall (ωB97M-V with the def2-TZVPD basis set, OMol25).

```
10
Properties=species:S:1:pos:R:3:forces:R:3
C -0.9057 -0.2379 0.8075 -0.04 -2.59 -0.65
N 0.2649 -1.2169 -1.3206 2.16 -2.84 -1.60
N -0.2982 0.6307 -0.1940 -1.26 1.11 0.16
O 1.3280 1.5435 0.7362 0.47 0.11 0.29
O 0.3007 0.0967 -1.1911 0.01 0.79 -0.79
H -0.1518 -0.6204 1.5255 -0.26 -0.05 -0.51
H -1.5431 0.4169 1.3117 -0.86 1.20 1.08
H -1.6369 -1.1421 0.5036 1.94 1.83 -0.04
H 1.5652 1.9254 -0.1253 -0.21 -0.17 0.38
H 1.0769 -1.3959 -2.0536 -1.94 0.60 1.68
```
Positions in Å, forces in eV/Å.

The total energy is -300.85705 a.u. For the frontier orbital gap (spin up / spin down), the calculation gives 6.837 / 7.051 eV. The charge is -1. The spin multiplicity is 1. The calculation puts the energy relative to the best compared isomer or geometry (same formula, charge and spin) at 857.14 kJ/mol. The value obtained for the HOMO energy (spin up / spin down) is -0.0782 / -0.0855 Ha.

# C16H30BaN6S

C16H30BaN6S as an isolated structure (ωB97M-V with the def2-TZVPD basis set, OMol25).

```
54
Properties=species:S:1:pos:R:3:forces:R:3
Ba -0.2196 -0.2158 -1.6208 -0.10 -0.17 0.44
N 1.6216 -1.3670 0.3738 -0.26 0.04 -0.25
C 2.7727 -0.5358 0.7028 0.12 -0.09 -0.03
C 2.3415 0.8885 0.9944 0.02 -0.01 0.03
N 1.7475 1.5857 -0.1560 -0.05 -0.02 0.01
C 2.7909 1.9961 -1.1153 0.02 0.02 -0.04
C 2.4551 1.7964 -2.5856 -0.01 0.11 -0.03
N 2.3983 0.3745 -2.9495 -0.09 -0.03 0.05
C 1.0017 2.7533 0.3389 -0.02 0.06 -0.03
C 0.1185 3.4331 -0.6948 0.03 0.01 0.07
N -1.0057 2.5711 -1.0860 0.06 -0.05 -0.08
H 0.8716 -1.2907 1.0625 0.08 0.00 0.01
H 1.8650 -2.3445 0.2821 0.02 -0.01 0.04
H 3.4637 -0.5525 -0.1450 -0.01 -0.01 0.01
H 3.3397 -0.9057 1.5665 -0.05 0.06 0.04
H 3.1999 1.4520 1.3909 -0.01 0.01 0.00
H 1.5919 0.8566 1.7878 -0.02 -0.01 0.00
H 3.7070 1.4398 -0.8993 -0.01 -0.01 0.01
H 3.0377 3.0547 -0.9597 0.01 -0.01 0.01
H 3.1935 2.3530 -3.1745 0.02 -0.04 0.00
H 1.4927 2.2449 -2.8348 -0.01 -0.02 0.01
H 3.3200 -0.0428 -2.8844 0.00 -0.02 0.01
H 2.1076 0.2947 -3.9195 -0.01 0.00 0.00
H 1.6971 3.5004 0.7546 0.00 -0.02 0.01
H 0.3660 2.4176 1.1622 0.00 -0.02 0.00
H 0.6833 3.6865 -1.5914 -0.02 0.01 -0.02
H -0.2190 4.3845 -0.2707 0.00 -0.01 -0.01
H -1.3468 2.8634 -2.0000 -0.01 0.03 0.02
H -1.7748 2.6865 -0.4354 -0.02 -0.01 0.00
C -0.6653 -1.8797 2.9767 0.00 0.01 -0.03
N -1.0900 -0.7472 2.1624 0.01 0.00 0.02
C -1.0906 0.4592 2.9732 0.02 -0.01 -0.01
C -2.4496 -0.9757 1.6367 0.01 -0.02 -0.03
C -2.5756 -2.1993 0.7570 0.02 -0.02 -0.02
C -3.3047 -3.2845 1.2358 -0.01 0.02 0.04
C -3.4491 -4.4316 0.4653 0.00 0.01 0.02
C -2.8547 -4.4758 -0.7846 0.02 -0.03 -0.06
C -2.1296 -3.3770 -1.2453 -0.05 -0.04 0.10
C -1.9608 -2.1953 -0.5090 0.28 0.23 -0.14
H -1.3431 -2.0509 3.8279 -0.01 0.00 0.00
H 0.3359 -1.6958 3.3739 0.01 0.00 0.00
H -0.6494 -2.7827 2.3682 0.00 -0.02 0.02
H -1.7818 0.3864 3.8283 -0.01 -0.01 0.00
H -1.3982 1.3142 2.3680 0.00 0.01 0.00
H -0.0915 0.6493 3.3712 0.01 0.02 -0.01
H -2.7215 -0.0858 1.0598 0.00 0.01 0.02
H -3.1525 -1.0429 2.4853 -0.01 0.01 -0.01
H -3.7678 -3.2365 2.2180 0.00 -0.01 0.00
H -4.0199 -5.2738 0.8364 0.00 0.00 0.00
H -2.9603 -5.3609 -1.4032 0.00 0.00 0.00
H -1.6924 -3.4657 -2.2415 0.00 0.01 -0.01
S -0.3629 3.5485 -4.5979 -0.04 0.18 0.00
C -0.6422 1.9752 -4.2814 0.04 -0.52 0.22
N -0.8013 0.8497 -3.9750 0.04 0.37 -0.41
```
Positions in Å, forces in eV/Å.

The total energy is -1379.92343 a.u. For the frontier orbital gap, the calculation gives 6.993 eV. The charge is 0. The spin multiplicity is 1. The calculation puts the energy relative to the best compared isomer or geometry (same formula, charge and spin) at 21.73 kJ/mol. The value obtained for the HOMO energy is -0.2576 Ha.

# C45H52BCl2F5Ge2MnN5O2Te2

C45H52BCl2F5Ge2MnN5O2Te2 as an isolated structure (ωB97M-V with the def2-TZVPD basis set, OMol25).

```
117
Properties=species:S:1:pos:R:3:forces:R:3
Mn 0.5200 0.0872 1.2905 0.58 -0.49 -0.86
B 3.1585 -0.2147 3.6438 -0.03 0.02 -0.09
N 1.6308 -0.1378 3.9719 0.04 0.00 -0.01
C 1.1457 -0.3225 5.1934 0.07 -0.04 -0.02
C -0.1695 0.1238 5.2476 0.01 0.03 -0.05
C -0.4205 0.5798 3.9740 -0.01 0.09 0.02
N 0.6766 0.4296 3.2029 -0.01 -0.09 0.17
N 3.3537 -0.2447 2.0879 -0.08 -0.03 0.11
C 4.5294 -0.4733 1.5191 0.00 -0.03 0.07
C 4.3612 -0.6283 0.1492 -0.01 0.01 -0.05
C 3.0102 -0.4671 -0.0525 -0.03 -0.02 0.10
N 2.4057 -0.2239 1.1313 0.20 -0.04 -0.08
H 3.5756 -1.2357 4.1161 0.01 0.03 0.00
H 3.7190 0.7638 4.0713 -0.05 0.02 -0.02
H 1.7799 -0.7365 5.9579 0.02 -0.02 0.05
H -0.8320 0.1187 6.0931 -0.03 0.00 0.03
H -1.3122 1.0233 3.5679 -0.02 0.01 0.01
H 5.4111 -0.5371 2.1329 0.04 -0.01 0.01
H 5.1169 -0.8274 -0.5878 0.02 0.00 -0.03
H 2.4371 -0.5068 -0.9576 0.01 0.02 -0.05
C 0.0528 -7.4923 -4.2186 -0.01 0.01 -0.01
C -0.1016 -6.1744 -3.5197 0.00 0.04 0.04
C -1.0669 -5.2583 -3.9118 0.00 -0.04 -0.04
C -1.2695 -4.0570 -3.2478 -0.02 -0.08 -0.22
C -2.2534 -3.1076 -3.8917 -0.03 0.09 -0.03
C -0.4754 -3.7909 -2.1217 -0.03 0.08 0.23
Te -1.1212 -2.1478 -0.9715 0.16 -0.21 -0.02
N -0.7124 -0.6883 -2.1843 -0.14 0.12 0.14
C 0.0698 0.2977 -1.8478 0.40 0.05 -0.18
O 0.4453 0.6929 -0.6764 -0.39 0.12 0.19
C 0.6492 1.0304 -3.0236 -0.10 0.01 0.02
C 0.8409 2.4087 -3.0232 -0.12 -0.07 -0.16
C 1.3751 3.0349 -4.1388 0.00 0.00 0.03
C 1.7406 2.2882 -5.2489 0.01 0.00 0.00
C 1.5620 0.9117 -5.2502 -0.01 0.00 0.01
C 1.0058 0.2860 -4.1470 0.01 0.03 -0.03
C -3.2123 -2.0643 -1.2606 0.11 0.40 -0.11
C -3.6895 -0.8137 -1.6347 -0.28 -0.09 0.01
C -5.0524 -0.6368 -1.8238 0.13 -0.01 0.02
C -5.9030 -1.7199 -1.6531 0.03 -0.01 0.01
C -5.3924 -2.9574 -1.3003 -0.04 -0.06 -0.01
C -4.0293 -3.1735 -1.0869 -0.20 0.07 0.05
C -3.5889 -4.5641 -0.7241 0.10 -0.05 0.00
C 0.6046 -4.6207 -1.7706 0.07 -0.08 -0.09
C 1.7318 -4.3316 -0.8040 -0.04 -0.06 0.02
C 0.7453 -5.8075 -2.4860 -0.03 0.02 0.06
H -0.2647 -7.4301 -5.2582 -0.01 0.00 0.00
H -0.5622 -8.2498 -3.7292 -0.01 -0.01 0.01
H 1.0846 -7.8378 -4.1897 0.01 0.00 0.00
H -1.6709 -5.4647 -4.7875 -0.01 -0.01 -0.02
H -2.0886 -3.1469 -4.9682 -0.04 -0.03 -0.02
H -2.1319 -2.0651 -3.6028 0.05 -0.11 -0.02
H -3.2856 -3.4040 -3.7037 -0.02 0.01 -0.01
H 0.5714 2.9936 -2.1593 -0.17 0.07 0.08
H 1.5124 4.1074 -4.1359 -0.01 0.03 0.00
H 2.1651 2.7787 -6.1141 0.01 0.01 -0.02
H 1.8492 0.3279 -6.1141 0.01 -0.01 -0.01
H 0.8450 -0.7836 -4.1450 -0.01 -0.01 0.00
H -3.0086 0.0098 -1.7974 0.05 0.02 -0.01
H -5.4384 0.3323 -2.1082 -0.01 0.01 -0.01
H -6.9677 -1.6036 -1.8016 -0.02 0.00 0.00
H -6.0665 -3.7975 -1.1834 -0.01 -0.01 0.00
H -3.9253 -5.2622 -1.4916 -0.03 -0.04 0.01
H -4.0424 -4.8551 0.2234 0.00 -0.03 0.00
H -2.5132 -4.6819 -0.6164 -0.09 0.03 -0.04
H 1.7717 -3.3099 -0.4511 -0.06 0.12 0.05
H 2.6681 -4.5440 -1.3220 -0.01 0.04 0.02
H 1.7128 -5.0102 0.0522 -0.04 0.00 0.01
H 1.5773 -6.4525 -2.2277 0.01 -0.02 -0.01
Cl -1.8563 0.1777 0.9950 -0.70 0.53 0.07
C -3.1938 -0.2055 2.1763 0.32 -0.52 -0.10
Cl -3.9155 1.2425 2.7973 -0.03 0.11 0.03
H -2.7361 -0.8098 2.9547 -0.04 0.01 -0.02
H -3.8875 -0.7725 1.5612 -0.02 0.03 0.10
C -1.4008 3.8412 4.1436 -0.11 0.00 0.02
Ge 0.4174 3.8778 3.4348 0.02 0.01 0.18
C 0.8198 5.7920 3.2072 0.03 0.07 -0.02
C 1.6924 3.2025 4.7492 0.05 -0.04 0.09
Ge 0.5868 2.7601 1.2508 -0.12 0.63 0.06
C 2.3935 3.0907 0.5974 0.20 -0.11 -0.07
C 3.2608 3.7759 1.4533 0.04 -0.06 0.01
C 4.5486 4.1090 1.0533 -0.06 -0.01 0.03
C 4.9975 3.7487 -0.2060 0.04 -0.01 -0.02
C 4.1620 3.0376 -1.0552 -0.02 0.00 0.02
C 2.8797 2.7029 -0.6518 0.02 0.05 0.01
C -0.8929 3.5781 0.2187 -0.14 -0.06 -0.16
C -1.0449 4.9437 0.4727 0.08 0.08 -0.07
C -2.0635 5.6879 -0.1094 0.05 -0.02 0.03
C -2.9743 5.0774 -0.9533 -0.01 -0.02 -0.01
C -2.8457 3.7226 -1.2183 0.00 0.02 -0.02
C -1.8216 2.9880 -0.6405 0.13 0.02 -0.01
H -1.4637 4.6547 4.8683 -0.04 0.00 0.02
H -1.6453 2.9148 4.6577 -0.01 0.00 0.01
H -2.1376 4.0269 3.3619 -0.01 0.00 -0.02
H 1.4103 6.0999 4.0707 0.00 0.04 0.01
H -0.1074 6.3643 3.2076 -0.01 0.03 -0.03
H 1.3830 6.0360 2.3089 0.05 -0.01 -0.02
H 1.1669 2.9623 5.6731 0.01 -0.02 0.03
H 2.4246 3.9801 4.9658 0.01 0.02 0.02
H 2.2330 2.3214 4.4173 0.02 -0.05 -0.01
H 2.9566 4.0537 2.4532 -0.07 0.03 0.04
H 5.1983 4.6444 1.7319 0.02 0.02 0.02
H 5.9990 4.0102 -0.5200 0.02 0.00 -0.01
H 4.5100 2.7350 -2.0346 0.00 -0.01 -0.02
H 2.2559 2.1331 -1.3197 0.13 -0.01 0.14
H -0.3481 5.4642 1.1146 0.00 -0.02 0.01
H -2.1398 6.7458 0.1029 0.00 0.03 0.01
H -3.7733 5.6515 -1.4017 -0.02 0.01 -0.02
H -3.5401 3.2340 -1.8904 -0.01 -0.01 0.01
H -1.7598 1.9430 -0.8838 0.10 -0.15 -0.09
F 1.7559 -2.8500 2.3439 0.05 -0.01 -0.10
Te 0.0566 -3.6796 2.0963 0.33 0.13 0.66
F 0.9718 -5.0192 3.0849 -0.01 -0.03 -0.04
F -1.2769 -4.1246 3.3622 -0.22 -0.05 -0.02
F -0.4129 -1.9549 2.8217 -0.10 -0.21 -0.07
F -1.9442 -2.8366 0.8008 0.02 -0.36 -0.12
O 0.2574 -1.8448 0.2215 0.05 0.13 0.19
```
Positions in Å, forces in eV/Å.

The total energy is -9455.44843 a.u. For the frontier orbital gap (spin up / spin down), the calculation gives 6.756 / 7.313 eV. The charge is +1. The spin multiplicity is 4. The calculation puts the energy relative to the best compared isomer or geometry (same formula, charge and spin) at 23.90 kJ/mol. The value obtained for the HOMO energy (spin up / spin down) is -0.4082 / -0.3903 Ha. The expectation value of S² is 4.20.